A 8-piece molecular cluster, C30H78ClN6O11 overall. Source: the OMol25 dataset; level of theory: wB97M-V/def2-TZVPD.

Properties
energy relative to the best compared isomer or geometry (same formula, charge and spin) = 170.5 kJ/mol
gap between HOMO and LUMO = 8.392 eV
HOMO = -5.94 eV
net charge = -1
F_max = 3.17 eV Å⁻¹

Each atom is followed by the atoms it is bonded to, with distances in Å.
Positions of all 126 atoms, in Å:
1 Cl 1.32 18.28 -5.06  O2 1.412, O3 1.402, O4 1.451, O5 1.487
2 O 1.59 18.72 -6.38  Cl1 1.412
3 O 1.04 19.42 -4.30  Cl1 1.402
4 O 0.13 17.45 -5.08  Cl1 1.451
5 O 2.48 17.60 -4.43  Cl1 1.487
6 C -2.53 18.34 -7.94  C7 1.586, H17 1.090, H18 1.090, H19 1.090
7 C -1.99 18.37 -9.43  C6 1.586, C8 1.521, N12 1.457, C16 1.547
8 C -2.63 19.63 -10.00  C7 1.521, C9 1.511, H20 1.090, H21 1.090
9 C -2.01 20.21 -11.24  C8 1.511, C10 1.508, H22 1.090, H23 1.090
10 C -0.52 20.42 -11.08  C9 1.508, C11 1.603, H24 1.090, H25 1.090
11 C 0.23 19.17 -10.42  C10 1.603, N12 1.472, C14 1.545, C15 1.580
12 N -0.55 18.56 -9.33  C7 1.457, C11 1.472, O13 1.430
13 O 0.08 17.48 -8.63  N12 1.430, H35 0.960
14 C 0.53 18.11 -11.50  C11 1.545, H26 1.090, H27 1.090, H28 1.090
15 C 1.57 19.71 -9.79  C11 1.580, H29 1.090, H30 1.090, H31 1.090
16 C -2.49 17.14 -10.22  C7 1.547, H32 1.090, H33 1.090, H34 1.090
17 H -3.58 18.60 -7.86  C6 1.090
18 H -2.07 19.14 -7.36  C6 1.090
19 H -2.43 17.35 -7.49  C6 1.090
20 H -3.65 19.36 -10.28  C8 1.090
21 H -2.76 20.50 -9.36  C8 1.090
22 H -2.47 21.19 -11.35  C9 1.090
23 H -2.24 19.54 -12.07  C9 1.090
24 H -0.30 21.30 -10.47  C10 1.090
25 H -0.05 20.79 -11.98  C10 1.090
26 H -0.36 17.58 -11.84  C14 1.090
27 H 1.17 18.39 -12.33  C14 1.090
28 H 0.99 17.26 -10.99  C14 1.090
29 H 2.15 20.28 -10.52  C15 1.090
30 H 1.36 20.32 -8.91  C15 1.090
31 H 2.20 18.91 -9.41  C15 1.090
32 H -3.55 17.01 -10.02  C16 1.090
33 H -1.97 16.21 -9.99  C16 1.090
34 H -2.47 17.31 -11.30  C16 1.090
35 H 0.14 17.86 -7.76  O13 0.960
36 C 0.76 15.41 -1.78  O37 1.424, H38 1.090, H39 1.090, H40 1.090
37 O -0.34 15.91 -1.02  C36 1.424, H41 0.960
38 H 0.59 14.40 -2.16  C36 1.090
39 H 0.79 16.10 -2.63  C36 1.090
40 H 1.71 15.41 -1.26  C36 1.090
41 H -1.06 16.20 -1.58  O37 0.960
42 C 3.33 21.14 -1.73  C43 1.543, H48 1.090, H49 1.090, H50 1.090
43 C 3.07 19.83 -0.95  C42 1.543, C44 1.522, N47 1.401, H51 1.090
44 C 1.63 19.63 -0.51  C43 1.522, O45 1.425, H52 1.090, H53 1.090
45 O 1.32 20.55 0.53  C44 1.425, C46 1.448
46 C -0.08 20.72 0.85  O45 1.448, H54 1.090, H55 1.090, H56 1.090
47 N 3.42 18.80 -1.84  C43 1.401, H57 1.010, H58 1.010
48 H 4.38 21.41 -1.81  C42 1.090
49 H 2.91 21.90 -1.08  C42 1.090
50 H 2.79 21.22 -2.67  C42 1.090
51 H 3.72 19.79 -0.07  C43 1.090
52 H 1.45 18.61 -0.15  C44 1.090
53 H 0.86 19.59 -1.28  C44 1.090
54 H -0.40 19.74 1.18  C46 1.090
55 H -0.61 20.99 -0.07  C46 1.090
56 H -0.28 21.42 1.67  C46 1.090
57 H 3.38 17.96 -1.29  N47 1.010
58 H 2.70 18.64 -2.53  N47 1.010
59 C -0.46 22.84 -4.14  C60 1.537, H65 1.090, H66 1.090, H67 1.090
60 C -1.11 22.41 -5.46  C59 1.537, C61 1.532, N64 1.459, H68 1.090
61 C -0.08 22.34 -6.60  C60 1.532, O62 1.428, H69 1.090, H70 1.090
62 O 0.67 23.51 -6.90  C61 1.428, C63 1.374
63 C 1.54 23.46 -7.97  O62 1.374, H71 1.090, H72 1.090, H73 1.090
64 N -1.55 21.05 -5.15  C60 1.459, H74 1.010, H75 1.010
65 H -1.21 22.92 -3.35  C59 1.090
66 H 0.01 23.82 -4.24  C59 1.090
67 H 0.29 22.14 -3.78  C59 1.090
68 H -1.98 23.00 -5.71  C60 1.090
69 H -0.45 21.85 -7.50  C61 1.090
70 H 0.70 21.64 -6.31  C61 1.090
71 H 2.09 22.52 -7.91  C63 1.090
72 H 2.24 24.29 -7.88  C63 1.090
73 H 1.02 23.51 -8.92  C63 1.090
74 H -0.92 20.68 -4.46  N64 1.010
75 H -1.37 20.43 -5.93  N64 1.010
76 C 4.71 20.89 -7.88  C77 1.509, H82 1.090, H83 1.090, H84 1.090
77 C 5.20 20.57 -6.49  C76 1.509, C78 1.584, N81 1.461, H85 1.090
78 C 4.59 21.53 -5.39  C77 1.584, O79 1.433, H86 1.090, H87 1.090
79 O 4.58 22.93 -5.68  C78 1.433, C80 1.458
80 C 3.91 23.78 -4.70  O79 1.458, H88 1.090, H89 1.090, H90 1.090
81 N 4.79 19.22 -6.10  C77 1.461, H91 1.010, H92 1.010
82 H 3.66 20.69 -8.10  C76 1.090
83 H 5.30 20.34 -8.62  C76 1.090
84 H 4.85 21.94 -8.14  C76 1.090
85 H 6.25 20.82 -6.57  C77 1.090
86 H 5.11 21.29 -4.47  C78 1.090
87 H 3.54 21.29 -5.24  C78 1.090
88 H 2.89 23.48 -4.45  C80 1.090
89 H 3.92 24.84 -4.96  C80 1.090
90 H 4.43 23.78 -3.74  C80 1.090
91 H 4.77 19.16 -5.09  N81 1.010
92 H 3.80 19.11 -6.23  N81 1.010
93 C -2.09 19.10 -2.08  C94 1.489, H99 1.090, H100 1.090, H101 1.090
94 C -2.95 17.93 -2.40  C93 1.489, C95 1.580, N98 1.415, H102 1.090
95 C -4.10 18.33 -3.40  C94 1.580, O96 1.412, H103 1.090, H104 1.090
96 O -5.17 17.42 -3.30  C95 1.412, C97 1.430
97 C -6.44 17.78 -3.85  O96 1.430, H105 1.090, H106 1.090, H107 1.090
98 N -2.10 16.90 -2.90  C94 1.415, H108 1.010, H109 1.010
99 H -2.60 19.65 -1.29  C93 1.090
100 H -1.93 19.83 -2.88  C93 1.090
101 H -1.10 18.90 -1.67  C93 1.090
102 H -3.34 17.46 -1.50  C94 1.090
103 H -3.79 18.47 -4.43  C95 1.090
104 H -4.51 19.32 -3.17  C95 1.090
105 H -7.12 16.95 -3.67  C97 1.090
106 H -6.43 17.88 -4.93  C97 1.090
107 H -6.89 18.68 -3.43  C97 1.090
108 H -1.43 17.23 -3.58  N98 1.010
109 H -2.49 16.05 -3.27  N98 1.010
110 C 4.82 14.65 -2.14  C111 1.545, H116 1.090, H117 1.090, H118 1.090
111 C 5.16 14.57 -3.64  C110 1.545, C112 1.560, N115 1.468, H119 1.090
112 C 4.24 13.73 -4.58  C111 1.560, O113 1.442, H120 1.090, H121 1.090
113 O 4.45 13.94 -5.99  C112 1.442, C114 1.460
114 C 5.30 12.91 -6.56  O113 1.460, H122 1.090, H123 1.090, H124 1.090
115 N 5.07 16.00 -3.98  C111 1.468, H125 1.010, H126 1.010
116 H 3.86 15.14 -1.98  C110 1.090
117 H 5.53 15.24 -1.55  C110 1.090
118 H 4.60 13.70 -1.65  C110 1.090
119 H 6.23 14.38 -3.76  C111 1.090
120 H 3.22 14.09 -4.43  C112 1.090
121 H 4.19 12.68 -4.30  C112 1.090
122 H 6.36 13.03 -6.34  C114 1.090
123 H 5.20 12.83 -7.64  C114 1.090
124 H 5.08 11.89 -6.25  C114 1.090
125 H 5.58 16.55 -3.29  N115 1.010
126 H 4.19 16.43 -3.76  N115 1.010

Results of the Löwdin charge analysis, in e, for atoms 1 through 99:
1. Cl 0.650
2. O -0.339
3. O -0.358
4. O -0.351
5. O -0.366
6. C -0.021
7. C -0.485
8. C -0.170
9. C -0.199
10. C -0.124
11. C -0.441
12. N -0.108
13. O 0.001
14. C -0.035
15. C -0.033
16. C -0.029
17. H 0.074
18. H 0.060
19. H 0.083
20. H 0.116
21. H 0.120
22. H 0.110
23. H 0.106
24. H 0.097
25. H 0.112
26. H 0.059
27. H 0.079
28. H 0.077
29. H 0.082
30. H 0.056
31. H 0.079
32. H 0.077
33. H 0.085
34. H 0.063
35. H 0.050
36. C -0.157
37. O -0.161
38. H 0.070
39. H 0.059
40. H 0.056
41. H -0.007
42. C -0.051
43. C -0.443
44. C -0.199
45. O -0.202
46. C -0.079
47. N 0.047
48. H 0.071
49. H 0.065
50. H 0.063
51. H 0.143
52. H 0.121
53. H 0.102
54. H 0.082
55. H 0.073
56. H 0.080
57. H 0.069
58. H 0.032
59. C -0.058
60. C -0.391
61. C -0.177
62. O -0.191
63. C -0.128
64. N 0.047
65. H 0.075
66. H 0.072
67. H 0.069
68. H 0.129
69. H 0.116
70. H 0.115
71. H 0.068
72. H 0.092
73. H 0.082
74. H 0.016
75. H 0.040
76. C -0.074
77. C -0.405
78. C -0.186
79. O -0.199
80. C -0.089
81. N 0.067
82. H 0.049
83. H 0.076
84. H 0.072
85. H 0.128
86. H 0.112
87. H 0.110
88. H 0.070
89. H 0.078
90. H 0.072
91. H 0.052
92. H 0.027
93. C -0.055
94. C -0.403
95. C -0.173
96. O -0.196
97. C -0.110
98. N 0.036
99. H 0.082